*a*
Computed, not measured: C3H6AgO3 as an isolated structure, with ωB97M-V/def2-TZVPD.

## Properties
* E_LUMO (spin up / spin down): -0.3941 / -0.5593 Eh
* HOMO energy (spin up / spin down): -20.617 / -20.564 eV
* expectation value of S²: 0.760

Structure (ORCA input):
```
! RIJCOSX wB97M-V def2-TZVPD def2/J DEFGRID3
* xyz 2 2
O -0.46 0.48 -2.21
C -0.04 -1.26 1.57
O -0.63 0.26 -0.19
Ag 0.25 1.50 -3.82
O 0.33 2.19 -1.10
H -1.10 -1.25 1.85
C -0.43 1.26 -1.16
H 0.17 -2.14 0.96
H 0.32 0.90 1.51
H -0.65 -0.55 -1.17
C 0.36 0.01 0.88
H 0.55 -1.33 2.49
H 1.34 -0.06 0.39
*
```



*b*
Computed, not measured: C3H6AgO3 as an isolated structure, with ωB97M-V/def2-TZVPD.

## Properties
* E_LUMO (spin up / spin down): -0.4053 / -0.5663 Eh
* HOMO energy (spin up / spin down): -19.860 / -19.850 eV
* expectation value of S²: 0.755

Structure (ORCA input):
```
! RIJCOSX wB97M-V def2-TZVPD def2/J DEFGRID3
* xyz 2 2
C -0.04 -0.10 0.23
C -2.23 0.75 -0.09
O 0.54 0.98 0.08
C -3.62 0.18 0.02
H -3.78 -0.62 -0.70
O 0.73 -1.16 -0.01
O -1.29 -0.37 0.09
H -2.01 1.48 0.70
Ag 2.45 0.23 -0.03
H -4.33 0.99 -0.20
H -2.03 1.18 -1.07
H 0.15 -1.94 -0.30
H -3.82 -0.19 1.04
*
```



*b* takes first place; second place is 2.194 eV up.



*a*
Computed, not measured: C2H5NO2S as an isolated structure, with ωB97M-V/def2-TZVPD.

## Properties
* E_LUMO: 0.0230 Eh
* HOMO energy: -9.328 eV

Structure (ORCA input):
```
! RIJCOSX wB97M-V def2-TZVPD def2/J DEFGRID3
* xyz 0 1
N -0.70 -0.61 0.21
H 1.76 1.32 -0.33
S 0.04 0.54 1.30
H 0.03 1.82 -0.61
O -1.16 1.35 1.61
C 0.72 1.11 -0.41
H -1.35 -1.85 1.27
H 1.21 -0.97 -0.95
O -0.67 -1.96 0.60
C 0.29 -0.30 -0.87
H -0.17 -0.44 -1.84
*
```



*b*
Computed, not measured: one molecule with the formula C2H5NO2S, with ωB97M-V/def2-TZVPD.

## Properties
* E_LUMO: 0.0276 Eh
* HOMO energy: -9.164 eV

Structure (ORCA input):
```
! RIJCOSX wB97M-V def2-TZVPD def2/J DEFGRID3
* xyz 0 1
H 0.10 -2.15 -0.22
N 0.90 0.89 -0.31
C 0.31 -1.21 0.34
H -1.07 -0.08 -0.88
H 0.29 -1.50 1.38
S 1.93 -0.26 0.40
H 1.20 2.85 -0.39
H -1.01 0.59 0.82
C -0.46 0.10 0.00
O 0.92 2.13 0.23
O 2.96 -0.54 -0.65
*
```



*b* takes first place; second place is 0.056 eV up.



*a*
Computed, not measured: a 2-piece molecular cluster, C2H5NO2S overall, with ωB97M-V/def2-TZVPD.

## Properties
* E_LUMO (spin up / spin down): 0.0123 / 0.0123 Eh
* HOMO energy (spin up / spin down): -7.418 / -7.427 eV

Structure (ORCA input):
```
! RIJCOSX wB97M-V def2-TZVPD def2/J DEFGRID3
* xyz 0 1
N 1.68 -0.86 0.40
C -0.73 0.44 0.13
H -0.67 0.25 1.23
H -0.75 -0.44 -0.45
H 2.19 -0.97 -0.51
H -2.61 1.01 -1.22
O 0.86 -1.99 0.44
C 0.59 0.97 -0.30
O 1.23 1.77 -0.79
H 0.24 -1.90 1.22
S -2.04 1.71 -0.15
*
```



*b*
Computed, not measured: one molecule with the formula C2H5NO2S, with ωB97M-V/def2-TZVPD.

## Properties
* E_LUMO: 0.0132 Eh
* HOMO energy: -9.822 eV
* SMILES: O=C(CO)NS

Structure (ORCA input):
```
! RIJCOSX wB97M-V def2-TZVPD def2/J DEFGRID3
* xyz 0 1
H -0.90 -2.01 0.00
C -1.24 -1.15 -0.59
C -0.13 -0.15 -0.43
H 1.31 2.61 1.36
N -0.20 0.60 0.78
H -1.30 0.67 0.90
H -2.09 -0.68 -0.14
O 0.75 -0.22 -1.30
O -1.53 -1.41 -1.89
S 1.22 1.11 1.65
H -0.64 -1.73 -2.29
*
```



*b* takes first place; second place is 2.926 eV up.



*a*
Computed, not measured: C38H46BaClF6Ge3N2O4S2 as an isolated structure, with ωB97M-V/def2-TZVPD.

## Properties
* E_LUMO (spin up / spin down): 0.1192 / 0.0881 Eh
* HOMO energy (spin up / spin down): 0.333 / 0.334 eV
* expectation value of S²: 0.796

Structure (ORCA input):
```
! RIJCOSX wB97M-V def2-TZVPD def2/J DEFGRID3
* xyz -2 2
H 4.80 -0.52 0.45
C -2.75 1.74 -2.99
H -3.32 -0.84 -0.31
F -0.70 0.27 4.83
H 1.63 1.26 -4.71
H 1.49 2.27 -2.52
H -1.98 -0.13 -2.24
C 2.55 -0.65 -4.34
C 2.53 2.54 -2.36
H -5.53 1.93 0.95
C -1.41 0.59 3.76
H 1.50 -3.01 -1.99
O -1.28 5.51 4.46
Ge 2.81 -0.39 -2.39
H 3.64 -3.79 -1.10
C 1.12 4.48 4.73
H 4.47 5.29 -1.90
C -0.12 -2.97 2.04
C 0.58 -2.36 3.09
H -0.09 -1.23 -5.02
H -3.35 0.81 0.55
H -0.02 -0.24 -3.55
H 6.50 -0.50 -3.49
H -1.49 4.73 -2.03
H 5.38 -4.09 -1.27
N -0.99 1.47 -1.40
C 1.52 0.22 -5.04
C -1.47 -3.56 -4.85
C -7.41 1.14 0.32
Ge 4.84 -1.65 -1.88
H -2.54 -3.35 -4.86
H 6.26 -2.17 -3.96
H -1.56 -2.64 -0.73
O -0.03 4.95 2.40
F 1.20 5.52 5.56
C -2.61 3.11 -2.94
H 5.59 1.17 -1.99
C -1.92 0.96 -2.20
O 0.76 1.74 2.75
C 3.49 1.52 -2.28
C 3.12 -1.69 -5.03
Ge -0.76 -3.27 -3.05
C 2.27 -0.91 -7.15
F 2.18 4.49 3.93
C 4.19 4.25 -2.01
F -1.43 -0.45 2.91
H 6.43 -0.50 -0.21
H 2.81 -2.29 0.62
C 2.93 -1.91 -6.41
H 3.79 -2.37 -4.49
H 1.20 0.94 -7.14
Ba 0.58 0.01 0.47
H 7.32 -1.79 -2.59
C -7.36 -1.00 -0.79
H 0.19 -2.17 4.08
S -0.46 4.60 3.72
F 1.15 3.36 5.46
S -0.67 2.00 2.85
H -3.25 3.75 -3.54
H -1.13 -3.35 2.08
C 1.15 -3.50 -2.90
C -0.86 2.80 -1.36
C 0.09 -0.22 -4.64
H 6.20 3.52 -1.74
H 1.42 -4.56 -2.88
O -1.35 1.96 1.58
H -1.30 -4.59 -5.16
C 1.67 0.16 -6.55
H -0.11 3.20 -0.69
C 2.87 3.88 -2.24
H 2.63 -1.50 3.19
Cl -9.81 0.14 -0.49
C -3.88 -0.02 0.10
C -1.64 3.66 -2.11
H -7.98 1.99 0.69
C 0.73 -3.02 0.91
H -0.96 -2.90 -5.56
H 3.44 -2.73 -6.91
C -5.26 0.01 -0.02
C 4.81 1.91 -2.06
H 4.34 -4.04 -2.70
C -5.99 -1.04 -0.65
C -8.07 0.09 -0.31
H 1.63 -3.02 -3.75
H 2.10 4.64 -2.32
H -0.67 0.45 -5.06
C 1.96 -2.41 1.27
H 2.27 -0.96 -8.24
C 5.16 3.25 -1.92
H -2.92 -2.59 -1.98
C 5.53 -1.11 -0.10
C 1.86 -2.00 2.62
N -1.08 3.15 3.82
C 4.51 -3.60 -1.72
H -3.50 1.27 -3.61
H -7.89 -1.81 -1.28
H 0.50 -3.47 -0.04
F -2.66 0.85 4.13
H 5.78 -1.99 0.50
C -1.86 -2.73 -1.77
H -5.44 -1.90 -1.03
C -6.04 1.11 0.46
C 6.40 -1.51 -3.11
*
```



*b*
Computed, not measured: C38H46BaClF6Ge3N2O4S2 as an isolated structure, with ωB97M-V/def2-TZVPD.

## Properties
* E_LUMO (spin up / spin down): 0.1325 / 0.1108 Eh
* HOMO energy (spin up / spin down): -1.008 / -1.008 eV
* expectation value of S²: 0.790

Structure (ORCA input):
```
! RIJCOSX wB97M-V def2-TZVPD def2/J DEFGRID3
* xyz -2 2
C -0.04 -0.60 3.21
H 3.39 2.66 -2.21
C -2.65 2.06 4.15
Ba -0.97 1.06 -1.29
O -2.08 2.88 0.59
F -1.83 5.44 -1.20
H -1.60 2.55 -4.36
H 0.74 -0.18 3.83
H 2.03 -5.83 -2.14
C 5.53 -0.54 -2.42
H 2.79 1.66 2.28
C -0.90 -1.56 3.68
H 0.19 3.01 0.79
Ge 2.67 3.18 0.23
H -4.45 1.31 6.02
C 4.04 -2.87 -2.36
H 7.05 -1.70 -3.40
N -3.21 3.06 -1.60
S -4.11 1.86 -2.09
N -1.10 -0.65 1.06
H -6.43 -0.11 5.65
H 2.28 1.15 -3.02
H -5.40 -0.47 1.50
C 3.44 -2.20 1.46
C -6.03 -0.37 3.55
C -1.27 -3.83 -1.35
H 2.75 0.67 0.82
H 0.76 3.36 -3.40
H -1.77 -4.55 -2.00
O -3.96 1.64 -3.49
H 0.50 0.59 1.49
H 4.70 -2.44 3.17
F -6.53 2.08 -3.08
H -2.42 2.48 5.12
C 3.40 4.68 1.34
C -3.79 1.24 3.97
C 1.64 -3.81 2.81
C 3.75 -2.69 2.72
C -4.66 0.92 5.03
H -0.83 -1.92 4.70
Cl -7.43 -1.35 3.30
C 3.48 -1.72 -1.81
H 2.10 -5.30 -0.45
H -3.39 0.92 1.90
C -0.74 0.50 -4.22
H 0.92 -4.44 3.33
Ge 0.65 -3.67 -1.86
O -4.50 3.48 0.55
H -2.58 -2.83 3.15
H 6.10 0.38 -2.44
F -6.53 1.95 -0.92
H 0.36 3.88 -0.81
C 3.74 3.34 -1.43
H 0.66 -6.14 -1.07
C 1.34 -3.31 1.55
H 0.86 -0.97 -3.76
C 5.31 -2.87 -2.93
H 0.05 -2.97 -4.29
C -1.93 -1.58 1.53
C -0.17 -0.17 1.89
C -4.08 0.70 2.70
H -1.38 -4.16 -0.32
Ge 1.67 -1.61 -0.91
C 0.49 2.33 -3.61
H 4.16 -1.58 0.94
C -5.19 -0.08 2.48
C 4.26 -0.56 -1.86
H 0.37 -3.57 1.11
H 4.26 1.43 1.34
F -3.83 6.00 -0.58
C 0.83 3.26 -0.05
H 3.64 4.36 -1.82
H 3.48 -3.80 -2.33
C -0.76 1.92 -4.11
H 5.71 -3.79 -3.35
C -5.89 2.48 -1.96
H 0.08 -4.74 -4.12
C -1.87 -2.07 2.82
H 3.10 -3.88 4.39
H 3.85 0.37 -1.45
C 1.27 1.19 -3.40
C 2.22 -2.49 0.83
H 3.16 5.63 0.85
H 1.60 -3.82 -4.27
C 2.85 -3.50 3.41
O -3.96 0.72 -1.19
C 1.44 -5.42 -1.32
H -1.56 -0.12 -4.58
F -5.95 3.80 -1.90
C 3.18 1.57 1.26
C 0.52 0.06 -3.79
S -3.21 3.49 -0.09
C 0.59 -3.81 -3.85
C 6.06 -1.71 -2.96
H 2.90 4.67 2.31
H 4.48 4.62 1.50
C -2.75 5.27 -0.26
H -2.68 -1.94 0.83
H -1.78 -2.87 -1.46
F -2.28 5.71 0.91
C -5.77 0.13 4.83
H -2.01 2.31 3.31
H 4.80 3.14 -1.25
*
```



*c*
Computed, not measured: C38H46BaClF6Ge3N2O4S2 as an isolated structure, with ωB97M-V/def2-TZVPD.

## Properties
* E_LUMO (spin up / spin down): 0.1404 / 0.1151 Eh
* HOMO energy (spin up / spin down): -1.658 / -1.656 eV
* expectation value of S²: 0.794

Structure (ORCA input):
```
! RIJCOSX wB97M-V def2-TZVPD def2/J DEFGRID3
* xyz -2 2
C -5.11 0.31 2.49
C -1.12 3.89 2.90
S 4.66 0.46 4.60
H 0.29 -0.28 -5.82
F 2.10 -1.96 3.84
C -4.13 3.43 0.45
H 5.04 1.62 -0.60
H -1.66 -3.35 0.68
H -3.54 2.33 -2.76
C -6.29 -3.53 -2.43
Ba 0.45 -0.09 0.14
H -5.57 1.15 1.98
H 3.62 -2.17 -2.05
H 5.50 -3.30 -0.92
C 0.54 -3.14 0.85
C 5.40 -2.22 -0.88
C -5.37 0.14 3.84
H 6.92 0.48 0.52
C 0.88 -2.71 -1.36
H -7.46 -1.90 -3.20
C -4.79 -0.92 4.53
C -5.88 -1.22 -1.90
H -0.49 3.21 0.96
H -2.13 2.89 -4.65
H -1.87 4.21 4.89
H -2.60 1.83 5.14
C 0.65 -0.08 -4.81
Ge -3.61 -0.21 -0.13
O 3.01 -0.48 1.56
H -4.19 3.26 1.53
H 1.35 -2.48 -2.31
C 5.16 0.55 -0.69
H 0.71 -3.32 1.91
C 1.53 -2.87 -0.11
F 6.31 1.95 3.13
Ge -4.85 1.90 -0.59
C 6.35 0.89 3.94
Ge -0.76 0.87 -3.79
H -3.18 0.15 -3.35
H -0.47 2.98 -5.26
Cl 7.65 -2.27 0.63
C 6.32 -1.47 -0.16
C -4.59 2.48 -2.47
C 1.62 -0.73 3.78
F 1.63 -0.20 5.01
C -3.69 -1.59 2.50
C -1.72 3.50 4.09
C -5.21 -3.88 -1.63
O 4.57 1.23 5.80
H -4.93 -4.92 -1.52
H 0.67 2.17 -2.31
C -1.30 2.30 -5.06
O 4.65 -0.98 4.69
H -3.49 -2.62 4.37
H -4.83 3.54 -2.58
H 3.03 1.54 -2.03
H -7.38 1.52 -1.06
H -3.62 -3.20 -0.39
H 2.40 -0.08 -2.67
C -6.82 2.12 -0.33
C -4.48 -2.90 -0.98
H -0.79 4.90 2.74
H -0.95 2.04 -1.61
S 2.60 0.38 2.65
C -0.14 1.45 -2.08
H -2.10 -1.22 -3.15
C 3.13 0.47 -2.09
H -3.08 3.58 0.20
C -0.71 -3.14 0.21
H -7.13 1.81 0.67
H -1.63 1.87 -6.02
C -1.91 1.30 3.18
H -1.28 -2.80 -1.90
H -4.99 -1.06 5.59
C -2.30 -0.35 -3.77
F 0.36 -0.79 3.34
H -4.68 4.34 0.20
H -2.99 -2.25 2.00
C -4.80 -1.54 -1.09
H 1.56 0.52 -4.89
C -0.95 2.94 1.91
C 4.19 -0.18 -1.45
H 2.59 -2.77 0.06
F 7.17 1.17 4.95
N 3.75 1.03 3.46
C 4.36 -1.59 -1.51
N -1.34 1.67 2.03
C -2.12 2.18 4.23
H -2.54 -0.67 -4.78
H -2.22 0.27 3.26
H -5.22 1.90 -3.15
H -7.09 3.17 -0.47
F 6.86 -0.14 3.25
H -6.02 0.83 4.36
C 6.20 -0.08 -0.06
O 1.62 1.36 2.27
C -4.26 -0.54 1.77
C -6.62 -2.19 -2.57
H -6.17 -0.18 -2.03
H 0.91 -1.04 -4.35
C -3.95 -1.79 3.85
H -6.87 -4.29 -2.95
C -0.51 -2.86 -1.15
*
```



*c* takes first place; second place is 0.175 eV up.